[1]
The following is a quantum chemistry calculation of a structure of composition C50H42N6O2P2RhS at a distorted geometry, from the Open Molecules 2025 dataset.

Element x y z (Å)
Rh -0.03075 -1.09350 -0.01122
C -6.14355 1.33754 5.03342
C -5.48895 0.53928 3.94474
C -4.24100 0.91710 3.44595
C -3.62384 0.18547 2.44950
C -4.27623 -0.92919 1.94314
C -5.50631 -1.34040 2.42757
C -6.10343 -0.60310 3.43532
S -3.54091 -1.80464 0.60145
O -4.35964 -2.88734 0.17888
O -3.61592 -0.72897 -0.53292
N -2.02435 -2.11905 0.87433
C -1.78486 -3.24252 1.68586
C -2.74400 -3.91859 2.42314
C -2.45952 -5.11638 3.09171
C -1.20677 -5.65035 3.07032
C -0.16793 -4.93688 2.44203
C 1.16643 -5.38578 2.48873
C 2.15143 -4.61365 1.94905
C 1.80237 -3.39974 1.34751
N 0.56668 -2.96138 1.23191
C -0.43830 -3.71294 1.76717
H -5.94787 2.40142 4.90795
H -5.74367 1.03997 6.00539
H -7.21875 1.17203 5.05303
H -3.75370 1.79944 3.84143
H -2.65017 0.47239 2.06897
H -5.97816 -2.22082 2.01032
H -7.06468 -0.91145 3.82520
H -3.75304 -3.54469 2.46690
H -3.25710 -5.62638 3.61541
H -0.98533 -6.59273 3.55320
H 1.38777 -6.32967 2.97077
H 3.18966 -4.91184 1.98967
H 2.58441 -2.77615 0.94975
C 1.80981 3.14267 -1.36893
N 2.74246 2.17736 -1.67913
C 3.20963 1.36523 -0.59159
P 2.18131 -0.11285 0.08669
C 2.97843 -1.43941 -0.86875
C 2.10320 -2.18118 -1.66458
C 2.57936 -3.16831 -2.50700
C 3.94215 -3.43520 -2.54243
C 4.81960 -2.71873 -1.73902
C 4.34287 -1.71543 -0.90757
C 2.82014 -0.02078 1.78639
C 2.23836 1.02470 2.51362
C 2.53074 1.20662 3.85193
C 3.38784 0.31963 4.49174
C 3.95375 -0.72820 3.78376
C 3.68440 -0.89616 2.43173
C 3.29451 2.05827 -2.97007
C 3.73358 0.82584 -3.45750
C 4.34226 0.74158 -4.69757
C 4.51754 1.87310 -5.47944
C 4.07066 3.09873 -5.00582
C 3.46537 3.19519 -3.76684
P -0.39402 1.47783 -1.12417
C -0.66963 1.38481 -2.93600
C -0.66072 2.46976 -3.80891
C -0.88119 2.28133 -5.16553
C -1.07435 1.01024 -5.67876
C -1.04016 -0.08214 -4.82414
C -0.84064 0.10386 -3.46687
C -1.13189 2.93562 -0.28583
C -1.09730 2.88746 1.10517
C -1.58192 3.94694 1.85746
C -2.10096 5.06397 1.22069
C -2.15138 5.10438 -0.16499
C -1.66525 4.04930 -0.92153
H 1.59013 3.84336 -2.15913
H 1.93334 3.59922 -0.38940
H 3.35169 2.02248 0.26949
H 4.16949 0.92607 -0.85579
H 1.02302 -1.98637 -1.57681
H 1.89571 -3.73514 -3.12512
H 4.31656 -4.21756 -3.18883
H 5.87745 -2.94611 -1.75672
H 5.02387 -1.15581 -0.27636
H 1.54177 1.68700 2.00836
H 2.09371 2.03478 4.39425
H 3.61007 0.44719 5.54259
H 4.61507 -1.41829 4.29127
H 4.16213 -1.70483 1.89266
H 3.58537 -0.07457 -2.87691
H 4.69188 -0.21891 -5.05321
H 5.00270 1.80306 -6.44315
H 4.22192 3.99293 -5.59566
H 3.17444 4.16913 -3.39829
H -0.50043 3.47729 -3.45539
H -0.90764 3.14188 -5.82140
H -1.24898 0.86916 -6.73679
H -1.17672 -1.08181 -5.21556
H -0.83299 -0.75334 -2.80654
H -0.70972 1.99991 1.59558
H -1.55560 3.89943 2.93903
H -2.47983 5.89405 1.80158
H -2.58562 5.95925 -0.66668
H -1.76195 4.07533 -1.99602
N -5.83012 1.95887 -1.38453
C -4.72031 1.63897 -1.31632
N -3.41914 1.43283 -1.25079
C -2.82300 0.39106 -0.80612
N -1.52684 0.27701 -0.63508

The calculation puts the HOMO-LUMO gap (spin up / spin down) at 6.682 / 6.098 eV. As for the total energy: -3600.64542 hartree. The net charge is +1. The value obtained for the largest force on an atom is 0.037 Eh/bohr. Its multiplicity is 5. Its expectation value of S² is 6.0242. As for the HOMO energy (spin up / spin down): -0.3389 / -0.3849 hartree.

[2]
The following is a quantum chemistry calculation of a structure of composition C50H42NO3P2STc, from the Open Molecules 2025 dataset.

Element x y z (Å)
Tc 0.64082 0.66189 -0.40063
O 3.87200 0.61450 0.66340
S 2.72438 -0.22242 0.26027
C 2.47297 -1.50206 1.51615
C 3.56555 -2.27898 1.88653
C 3.37374 -3.33328 2.76028
C 2.09555 -3.61856 3.23667
C 1.02332 -2.81316 2.89449
C 1.20805 -1.72185 2.04438
P -0.03506 -0.42244 1.75317
C 0.15974 0.52460 3.30984
C 1.43774 0.88524 3.74176
C 1.59849 1.67040 4.87364
C 0.48681 2.11340 5.58029
C -0.78683 1.78090 5.14248
C -0.95149 0.99863 4.00682
C -1.69279 -1.14298 1.87362
C -2.18342 -1.75911 3.03002
C -3.46014 -2.29420 3.04254
C -4.27255 -2.19417 1.91583
C -3.81383 -1.53859 0.78455
C -2.52453 -1.01740 0.76011
C 3.25505 -1.37100 -0.99734
C 4.60192 -1.60372 -1.20129
C 4.96531 -2.59764 -2.09764
C 3.98760 -3.33833 -2.75464
C 2.64076 -3.05530 -2.56066
C 2.26019 -2.04880 -1.67849
P 0.52441 -1.43427 -1.56236
C 0.22652 -1.03612 -3.27081
C 0.64375 0.37963 -3.52694
C 1.17264 0.55527 -4.91975
C 0.83991 -0.31156 -5.90319
C 0.09973 -1.49983 -5.62017
C -0.11584 -1.88540 -4.28450
C -0.39926 -2.93859 -1.15686
C -1.71605 -3.07737 -1.58809
C -2.45466 -4.19449 -1.23419
C -1.89152 -5.17169 -0.42462
C -0.57888 -5.03967 0.01208
C 0.16820 -3.92874 -0.35553
H 4.55041 -2.05842 1.49138
H 4.21739 -3.94468 3.05912
H 1.94012 -4.46890 3.89317
H 0.03923 -3.03752 3.28271
H 2.31928 0.55686 3.19955
H 2.59608 1.93388 5.20665
H 0.61552 2.71941 6.46951
H -1.65758 2.13223 5.68248
H -1.95176 0.75686 3.66816
H -1.58426 -1.79099 3.93161
H -3.83078 -2.77932 3.93854
H -5.27185 -2.61426 1.93244
H -4.45860 -1.42781 -0.08096
H -2.16904 -0.48457 -0.11676
H 5.34183 -1.00685 -0.67847
H 6.01399 -2.79529 -2.28189
H 4.27825 -4.12426 -3.44302
H 1.88090 -3.60591 -3.10763
H -0.28093 0.98349 -3.48632
H 1.78226 1.43121 -5.12287
H 1.16927 -0.13345 -6.92089
H -0.19300 -2.15804 -6.42993
H -0.50982 -2.87503 -4.06706
H -2.16141 -2.30879 -2.21215
H -3.47450 -4.30143 -1.58243
H -2.47123 -6.04188 -0.14195
H -0.13401 -5.80466 0.63792
H 1.19731 -3.84522 -0.02532
O -0.27817 3.46190 -1.72993
C -1.19492 2.65978 -1.69326
O -1.12373 1.42825 -1.21979
C -2.56101 3.02173 -2.20186
C -3.54302 2.04863 -2.35894
C -4.78765 2.39004 -2.87138
C -5.05461 3.70632 -3.22069
C -4.07775 4.68396 -3.05784
C -2.83118 4.34200 -2.55237
H -3.31671 1.02496 -2.08584
H -5.54985 1.62909 -3.00456
H -6.02588 3.97285 -3.62378
H -4.28772 5.71065 -3.33451
H -2.04868 5.07846 -2.42962
C 0.69080 6.26985 2.81499
C 0.71018 4.93030 2.13410
C 1.88325 4.39041 1.62444
C 1.86112 3.16892 0.98732
N 0.73396 2.45785 0.82808
C -0.40479 2.96408 1.33139
C -0.45439 4.17830 1.97887
H 1.65634 6.50009 3.26486
H -0.07824 6.30614 3.58604
H 0.46586 7.05333 2.08879
H 2.82326 4.92108 1.72083
H 2.76846 2.72809 0.59181
H -1.30595 2.37867 1.18724
H -1.40206 4.53384 2.37028
C 1.55711 0.91014 -2.40557
H 2.54713 0.46253 -2.48426
H 1.66739 1.98827 -2.48163

The calculation puts the HOMO-LUMO gap (spin up / spin down) at 6.822 / 7.217 eV. As for the total energy: -3372.52116 hartree. The net charge is +1. The value obtained for the largest force on an atom is 0.013 Eh/bohr. Its multiplicity is 4. Its expectation value of S² is 3.8031. As for the HOMO energy (spin up / spin down): -0.3400 / -0.3964 hartree.

[3]
The following is a quantum chemistry calculation of a cluster of 9 separate species, C50H43F8N in total at a distorted geometry, from the Open Molecules 2025 dataset.

Element x y z (Å)
F -24.41632 7.55122 13.55103
C -24.68314 7.73356 14.85367
C -23.64113 7.77395 15.76534
C -23.83126 8.10036 17.06840
C -25.14008 8.36108 17.48850
C -26.26208 8.26378 16.59502
C -25.97027 7.95243 15.26215
H -22.68867 7.59851 15.28740
H -22.98536 8.10434 17.73984
H -25.28608 8.59121 18.53355
H -27.28473 8.16258 16.92722
H -26.81676 8.01187 14.59408
F -23.66614 10.53360 9.18861
C -22.69268 9.69367 9.70179
C -21.39967 9.62572 9.09927
C -20.42471 8.86230 9.58895
C -20.72448 8.04935 10.66883
C -21.92572 8.10962 11.33750
C -22.96073 8.96735 10.83299
H -21.17631 10.15502 8.18474
H -19.41615 8.80390 9.20711
H -19.99231 7.37065 11.08077
H -22.06245 7.56526 12.26020
H -23.89168 9.09644 11.36503
F -20.29022 7.62326 15.02698
C -19.44995 8.46496 14.42432
C -20.02599 9.48456 13.62336
C -19.17629 10.33215 12.91165
C -17.78041 10.31933 13.10848
C -17.25835 9.26787 13.83832
C -18.07861 8.38357 14.52774
H -21.10217 9.56212 13.57612
H -19.60132 10.96454 12.14625
H -17.06448 10.98484 12.64921
H -16.18965 9.36065 13.96345
H -17.57251 7.70695 15.20038
F -11.39867 7.31087 11.00686
C -12.27719 8.26763 10.92874
C -12.21423 9.30788 11.81043
C -13.31549 10.21691 11.81440
C -14.45305 9.91512 11.01339
C -14.40315 8.85592 10.05787
C -13.30539 8.01702 10.11550
H -11.40842 9.40430 12.52301
H -13.30010 11.09389 12.44453
H -15.32881 10.53890 11.11512
H -15.16513 8.56401 9.35036
H -12.99630 7.22968 9.44396
F -22.07272 12.24708 13.69202
C -23.34489 12.21994 13.11165
C -24.11933 11.09272 13.29485
C -25.45829 11.01919 13.00023
C -25.98664 12.03089 12.18087
C -25.23965 13.21321 11.91399
C -23.97209 13.31184 12.42521
H -23.61468 10.23588 13.71625
H -26.02678 10.13266 13.23957
H -27.03910 11.91376 11.96869
H -25.70549 13.95320 11.28011
H -23.36344 14.17961 12.21803
F -21.40359 4.41602 19.14370
C -20.41554 5.31248 19.14586
C -19.80188 5.65727 20.31644
C -18.73854 6.56695 20.38353
C -18.35300 7.14582 19.14642
C -18.91760 6.74190 17.96252
C -20.01276 5.91269 17.96333
H -20.27066 5.16046 21.15300
H -18.21247 6.83496 21.28786
H -17.55163 7.86985 19.14430
H -18.81047 7.23337 17.00681
H -20.70563 5.81934 17.14016
F -16.43140 6.33404 12.04814
C -15.85735 5.90935 13.14123
C -14.50456 6.06031 13.32706
C -13.90837 5.68337 14.52060
C -14.66683 4.95071 15.42027
C -16.01388 4.69883 15.21232
C -16.67657 5.25509 14.10147
H -13.86222 6.55405 12.61290
H -12.92274 6.02606 14.79897
H -14.17648 4.57876 16.30774
H -16.43076 4.06320 15.97952
H -17.71670 5.11369 13.84749
F -13.01782 10.23348 19.63509
C -13.41660 9.48582 18.62776
C -12.94553 9.70674 17.33166
C -13.59460 9.15023 16.22156
C -14.65197 8.26866 16.49879
C -15.01142 7.86688 17.77324
C -14.38461 8.47544 18.88442
H -12.23857 10.51019 17.18645
H -13.20068 9.31067 15.22884
H -14.95194 7.69061 15.63724
H -15.76082 7.11346 17.96599
H -14.84592 8.36003 19.85409
C -14.99406 14.27486 14.03877
C -15.19455 12.81931 14.21687
N -15.26813 11.68407 14.44673
H -15.98489 14.72907 14.03137
H -14.49037 14.48437 13.09511
H -14.38010 14.83382 14.74497

The calculation puts the HOMO-LUMO gap at 9.170 eV. As for the SMILES: Fc1ccccc1.Fc1ccccc1.Fc1ccccc1.Fc1ccccc1.Fc1ccccc1.Fc1ccccc1.Fc1ccccc1.Fc1ccccc1.CC#N. As for the total energy: -2784.63718 hartree. The value obtained for the energy above the lowest of the compared OMol25 structures with the same formula, charge and spin is 2.5153 eV. The net charge is 0. The value obtained for the largest force on an atom is 0.067 Eh/bohr. Its multiplicity is 1. As for the HOMO energy: -0.3227 hartree.

[4]
The following is a quantum chemistry calculation of a structure of composition C50H44As2IrN2OP, from the Open Molecules 2025 dataset.

Element x y z (Å)
Ir 0.11388 -1.04537 -0.41897
O -0.28817 1.62266 -1.08612
C -0.56679 0.75489 -0.17855
C -1.53356 1.15741 0.84105
C -2.09273 2.43517 0.90702
C -3.05852 2.70568 1.86023
C -3.48834 1.70477 2.72711
C -2.94165 0.42704 2.66422
C -1.94494 0.16509 1.73791
P -1.12215 -1.41996 1.50234
C -0.12902 -1.90596 2.91570
C -0.27716 -1.29929 4.10295
C 0.70581 -1.28409 5.18069
C 2.00177 -1.59847 5.07289
C 2.70433 -2.15699 3.87046
C 1.12638 -2.60207 2.46402
C -2.38826 -2.64735 1.17198
C -3.44062 -2.32357 0.30867
C -4.36746 -3.29368 -0.03720
C -4.24248 -4.58337 0.46951
C -3.19685 -4.90431 1.32729
C -2.26556 -3.93969 1.67957
H -1.77578 3.19890 0.20910
H -3.49477 3.69323 1.92295
H -4.26092 1.92001 3.45337
H -3.30561 -0.35045 3.32448
H -1.17127 -0.71356 4.28268
H 0.35183 -0.92617 6.13910
H 2.60865 -1.50725 5.96641
H 3.77484 -2.23979 4.03587
H 0.99072 -3.05441 1.48029
H -3.54564 -1.31457 -0.07589
H -5.19643 -3.04280 -0.68537
H -4.97464 -5.33637 0.20964
H -3.11860 -5.90300 1.73556
H -1.46223 -4.18721 2.36362
C 3.32384 -0.33440 -1.64985
C 2.32582 -0.27053 -2.79300
As 0.79637 1.03249 -2.55748
C 1.47028 2.74847 -2.99033
C 2.78873 2.90524 -3.41486
C 3.24353 4.16714 -3.76439
C 2.38845 5.25811 -3.68978
C 1.07515 5.09971 -3.25906
C 0.60988 3.84745 -2.89956
C -0.61026 0.45035 -3.68834
C -1.14951 -0.81626 -3.47462
C -2.24047 -1.22943 -4.22296
C -2.78345 -0.37986 -5.18087
C -2.23596 0.88061 -5.39477
C -1.15251 1.30844 -4.64095
As 2.40435 -0.32751 0.08752
C 2.91131 1.31550 0.94727
C 4.10068 1.26405 1.67362
C 4.59073 2.41458 2.27129
C 3.89914 3.61302 2.14291
C 2.71749 3.66151 1.41740
C 2.21878 2.51477 0.81500
C 3.07956 -1.65385 1.29113
C 3.76658 -2.74297 0.93248
C 3.80844 -3.99066 1.69393
C 2.99570 -4.33472 2.70356
C 1.98616 -3.47293 3.41367
C 2.25558 -1.52635 2.53183
H 3.90674 -1.25418 -1.72060
H 4.02372 0.50066 -1.64584
H 1.82816 -1.22608 -2.95778
H 2.77071 0.05160 -3.73700
H 3.46816 2.06645 -3.48652
H 4.26431 4.29679 -4.09635
H 2.74684 6.24071 -3.96587
H 0.41358 5.95349 -3.20580
H -0.40869 3.72893 -2.55502
H -0.72418 -1.53002 -2.76680
H -2.66016 -2.21513 -4.07078
H -3.63131 -0.70568 -5.76817
H -2.65244 1.53324 -6.14965
H -0.72877 2.28981 -4.81281
H 4.64312 0.33194 1.78545
H 5.51080 2.37379 2.83827
H 4.28286 4.50938 2.61102
H 2.17962 4.59497 1.31920
H 1.30220 2.58141 0.25123
H 4.29082 -2.75140 -0.01890
H 4.53044 -4.72583 1.36132
H 3.14159 -5.32155 3.12828
H 1.46626 -4.02562 4.19103
H 1.89461 -0.50301 2.65553
N 0.78231 -6.87378 -2.85570
C 0.68442 -5.65843 -2.31655
C 1.82292 -4.86890 -2.04329
C 1.66916 -3.63135 -1.48970
N 0.48027 -3.07653 -1.16365
C -0.61174 -3.84272 -1.42360
C -0.56304 -5.08657 -1.98129
H 1.67550 -7.27352 -3.08931
H -0.03378 -7.42796 -3.05299
H 2.81552 -5.23709 -2.26528
H 2.54397 -3.03493 -1.27310
H -1.57500 -3.42192 -1.16053
H -1.48291 -5.62967 -2.15192

The calculation puts the HOMO-LUMO gap (spin up / spin down) at 5.943 / 5.548 eV. As for the total energy: -7032.74715 hartree. The value obtained for the energy above the lowest of the compared OMol25 structures with the same formula, charge and spin is 0.5103 eV. The net charge is +3. The value obtained for the largest force on an atom is 0.019 Eh/bohr. Its multiplicity is 2. Its expectation value of S² is 0.7584. As for the HOMO energy (spin up / spin down): -0.5521 / -0.5530 hartree.